<A>
ORCA calculation (the ωB97M-V functional and the def2-TZVPD basis) on 2 unconnected molecules or ions with the total composition C5H15NO.

The geometry in ORCA input format:
```
! RIJCOSX wB97M-V def2-TZVPD def2/J DEFGRID3
* xyz 0 1
C 0.893 0.840 -0.486
N 0.495 1.190 -1.863
H -1.036 1.439 0.460
C 0.019 1.306 0.704
H -0.040 -2.503 -0.705
H 1.464 -1.465 -2.419
H 0.062 2.107 -1.803
H 2.740 -0.381 -1.788
O -3.869 0.415 3.623
H 0.480 2.111 1.275
H -0.230 0.525 -2.108
H 1.702 -0.858 0.515
H 2.521 -2.099 -1.262
H -0.542 -1.515 0.723
H -4.109 1.244 4.044
H 0.020 0.521 1.450
H -4.533 0.295 2.942
C 2.032 -1.164 -1.536
C 1.132 -0.690 -0.408
H 1.877 1.268 -0.255
C -0.123 -1.517 -0.262
H -0.954 -1.068 -0.839
*
```

## Properties
Kohn-Sham gap: 0.3735 Eh
LUMO: 0.807 eV

The molecule's Mulliken atomic charges, reported in e, are given here: 0.12, -0.59, 0.33, -1.41, 0.40, 0.34, 0.28, 0.38, -0.63, 0.33, 0.29, 0.30, 0.45, 0.39, 0.32, 0.35, 0.32, -1.62, 0.41, 0.36, -1.36, 0.27

=====

<B>
ORCA calculation (the ωB97M-V functional and the def2-TZVPD basis) on 2 unconnected molecules or ions with the total composition C5H15NO.

The geometry in ORCA input format:
```
! RIJCOSX wB97M-V def2-TZVPD def2/J DEFGRID3
* xyz 0 1
C -0.413 0.043 1.293
H -2.335 -0.189 2.210
H 0.904 -1.432 -1.572
O 2.811 0.678 0.960
C -0.607 -0.350 -0.209
H 0.376 1.438 -0.835
N -1.444 -0.609 2.044
H -1.629 -0.722 -0.232
C 0.409 -1.509 -0.645
H 1.106 -1.592 0.171
C -0.600 0.938 -1.093
H 0.678 -0.217 1.565
H -0.506 1.205 1.300
H -0.005 -2.608 -0.578
C -0.863 0.687 -2.520
H -1.777 0.066 -2.719
H 3.398 0.041 1.272
H -0.959 1.547 -3.179
H -1.030 -0.957 2.939
H 3.252 1.458 0.529
H 0.041 0.219 -3.031
H -1.456 1.724 -0.778
*
```

## Properties
Kohn-Sham gap: 0.3402 Eh
LUMO: 0.671 eV

The molecule's Mulliken atomic charges, reported in e, are given here: -0.39, 0.19, 0.37, -0.59, 0.45, 0.20, -0.56, 0.20, -1.17, 0.27, -0.44, 0.31, 0.17, 0.25, -1.19, 0.27, 0.28, 0.38, 0.21, 0.29, 0.25, 0.24

=====

<C>
ORCA calculation (the ωB97M-V functional and the def2-TZVPD basis) on 2 unconnected molecules or ions with the total composition C5H15NO.

The geometry in ORCA input format:
```
! RIJCOSX wB97M-V def2-TZVPD def2/J DEFGRID3
* xyz 0 1
C 1.991 0.147 -0.313
H 3.036 0.151 0.016
C -0.265 -0.777 -0.877
H -2.414 0.191 1.655
H 2.894 -1.304 -2.449
H -1.327 4.654 4.077
O -2.101 4.375 3.456
N -0.622 -0.772 0.573
C 1.306 -1.103 -0.897
H 1.404 0.400 0.642
H -0.532 0.281 -1.314
H 2.021 1.027 -0.994
C 1.658 -1.356 -2.321
H -2.608 3.705 3.926
H -0.339 -1.663 0.972
H -2.523 0.095 -0.301
H 1.365 -1.853 -0.181
H 1.301 -0.587 -3.056
H -2.848 -1.277 0.835
H -0.744 -1.562 -1.382
C -2.098 -0.401 0.658
H 1.445 -2.372 -2.725
*
```

## Properties
Kohn-Sham gap: 0.3549 Eh
LUMO: 0.900 eV

The molecule's Mulliken atomic charges, reported in e, are given here: -1.30, 0.37, -0.96, 0.23, 0.29, 0.33, -0.65, -0.30, 0.48, 0.33, 0.43, 0.30, -1.32, 0.32, 0.21, 0.25, 0.33, 0.30, 0.24, 0.43, -0.67, 0.36

=====

Which structure is most stable? <A>, by 0.0406 hartree over the runner-up.

=====

<A>
ORCA calculation (the ωB97M-V functional and the def2-TZVPD basis) on 2 unconnected molecules or ions with the total composition C5H15NO.

The geometry in ORCA input format:
```
! RIJCOSX wB97M-V def2-TZVPD def2/J DEFGRID3
* xyz 0 1
H 1.197 1.279 0.505
H 1.574 1.163 -1.934
C -0.644 0.465 -0.282
H 3.635 -1.290 -0.121
H 0.126 2.476 -0.191
H -0.317 1.812 1.359
H -2.756 -1.071 2.006
O 2.933 -1.902 0.131
H -1.167 -1.584 0.347
C -2.306 -0.173 1.587
H -1.597 0.769 -0.706
H 2.169 -1.313 0.283
C 0.152 1.561 0.407
H 0.169 -1.269 -1.227
C 0.136 -0.217 -1.474
H -2.029 0.550 2.349
N 1.529 0.207 -1.605
H 1.995 -0.383 -2.301
C -1.047 -0.595 0.779
H -0.431 -0.066 -2.384
H -3.046 0.263 0.920
H -0.276 -0.680 1.551
*
```

## Properties
Kohn-Sham gap: 0.3818 Eh
LUMO: 0.923 eV

The molecule's Mulliken atomic charges, reported in e, are given here: 0.37, 0.21, 0.76, 0.32, 0.38, 0.37, 0.37, -0.67, 0.48, -1.26, 0.40, 0.32, -1.61, 0.47, -1.06, 0.31, -0.49, 0.23, -0.75, 0.30, 0.33, 0.24

=====

<B>
ORCA calculation (the ωB97M-V functional and the def2-TZVPD basis) on 2 unconnected molecules or ions with the total composition C5H15NO.

The geometry in ORCA input format:
```
! RIJCOSX wB97M-V def2-TZVPD def2/J DEFGRID3
* xyz 0 1
H 0.574 -0.786 0.046
H -1.801 1.210 0.049
C 0.663 1.732 1.151
H 1.700 -0.021 2.032
N -0.069 -0.646 -1.804
O -0.793 -4.064 -1.910
H 2.330 1.444 2.681
H 0.582 1.917 -1.119
H 0.741 0.779 3.060
C -0.148 -0.122 -0.432
H -1.321 -4.842 -2.093
C 0.740 1.253 -0.274
C 1.423 1.036 2.233
H -0.364 1.971 1.444
H -2.383 -0.333 -0.544
H 0.847 -0.474 -2.195
H 1.038 2.778 1.114
H -0.856 -0.350 -2.357
H -1.197 -3.205 -1.705
H 1.705 0.772 -0.407
H -1.847 -0.188 1.022
C -1.564 0.139 0.008
*
```

## Properties
Kohn-Sham gap: 0.3539 Eh
LUMO: 0.977 eV

The molecule's Mulliken atomic charges, reported in e, are given here: 0.26, 0.33, -0.28, 0.31, -0.56, -0.66, 0.32, 0.36, 0.29, 0.46, 0.31, -1.11, -1.18, 0.34, 0.45, 0.18, 0.37, 0.19, 0.33, 0.44, 0.33, -1.46

=====

<C>
ORCA calculation (the ωB97M-V functional and the def2-TZVPD basis) on 2 unconnected molecules or ions with the total composition C5H15NO.

The geometry in ORCA input format:
```
! RIJCOSX wB97M-V def2-TZVPD def2/J DEFGRID3
* xyz 0 1
H -2.723 -4.257 2.611
C 1.328 0.570 1.186
H -3.240 -4.221 1.182
H -1.530 -0.478 -0.083
H 2.774 -0.927 -0.415
H 1.525 1.609 1.452
C 0.006 0.915 -0.916
H 0.120 3.011 -0.335
N 1.206 0.416 -0.240
C 0.163 2.394 -1.224
C 1.732 -0.870 -0.715
H -2.112 1.062 -0.693
H -0.610 2.739 -1.915
H 0.429 0.280 1.744
H 1.234 -1.701 -0.196
H -1.310 0.992 0.819
O -2.478 -3.960 1.724
H 2.101 -0.067 1.523
H 1.565 -0.972 -1.778
C -1.285 0.572 -0.187
H -0.028 0.354 -1.841
H 1.132 2.541 -1.702
*
```

## Properties
Kohn-Sham gap: 0.3159 Eh
LUMO: 0.851 eV

The molecule's Mulliken atomic charges, reported in e, are given here: 0.32, -1.04, 0.32, 0.36, 0.31, 0.26, 0.61, 0.32, 0.06, -1.54, -0.95, 0.43, 0.42, 0.33, 0.34, 0.37, -0.63, 0.40, 0.31, -1.58, 0.22, 0.37

=====

<D>
ORCA calculation (the ωB97M-V functional and the def2-TZVPD basis) on 2 unconnected molecules or ions with the total composition C5H15NO.

The geometry in ORCA input format:
```
! RIJCOSX wB97M-V def2-TZVPD def2/J DEFGRID3
* xyz 0 1
H 2.220 -0.187 -0.214
H 0.207 3.186 -0.196
H -1.762 -1.561 0.901
H 1.974 -1.546 0.827
H -0.960 -1.025 -3.607
H -0.877 3.146 1.154
C 1.548 -1.027 -0.091
H -1.123 0.468 -4.027
H 1.547 1.413 0.720
H -1.342 0.771 0.899
H 1.730 -1.883 -0.749
H -0.417 -0.013 2.109
C -0.331 0.387 1.110
C -0.799 -1.932 0.481
H -0.275 -2.525 1.261
H -0.997 -2.663 -0.311
C 0.597 1.617 1.227
C 0.051 -0.737 0.112
O -1.583 -0.282 -3.644
H -0.178 -0.400 -0.920
N -0.030 2.852 0.716
H 0.799 1.941 2.242
*
```

## Properties
Kohn-Sham gap: 0.3389 Eh
LUMO: 0.742 eV

The molecule's Mulliken atomic charges, reported in e, are given here: 0.34, 0.15, 0.35, 0.32, 0.31, 0.17, -1.50, 0.31, 0.22, 0.34, 0.39, 0.34, -0.81, -1.48, 0.34, 0.37, -0.39, 1.12, -0.65, 0.01, -0.50, 0.25

=====

Which structure is most stable? <A>, by 0.0156 hartree over the runner-up.

=====

<A>
ORCA calculation (the ωB97M-V functional and the def2-TZVPD basis) on a gas-phase ion, H6N4O2P (charge -1).

The geometry in ORCA input format:
```
! RIJCOSX wB97M-V def2-TZVPD def2/J DEFGRID3
* xyz -1 1
N 0.027 1.070 0.198
H -2.014 -0.415 0.413
N 0.994 2.153 0.357
H 1.040 2.591 -0.592
N -1.858 -1.309 0.072
H -0.299 0.786 1.159
H -2.048 -1.334 -0.879
O 2.016 -0.697 0.089
H -0.187 -2.122 1.070
O 0.290 -0.351 -1.991
P 0.579 -0.418 -0.512
H 1.953 1.738 0.398
N -0.493 -1.692 0.218
*
```

## Properties
Kohn-Sham gap: 0.3385 Eh
LUMO: 4.480 eV

The molecule's Mulliken atomic charges, reported in e, are given here: -0.28, 0.29, -0.65, 0.26, -0.60, 0.25, 0.28, -0.82, 0.23, -0.76, 0.89, 0.29, -0.37

=====

<B>
ORCA calculation (the ωB97M-V functional and the def2-TZVPD basis) on 2 unconnected molecules or ions with the total composition H6N4O2P.

The geometry in ORCA input format:
```
! RIJCOSX wB97M-V def2-TZVPD def2/J DEFGRID3
* xyz -1 1
N -0.851 -1.747 1.046
P 1.586 0.031 0.131
N 0.204 1.781 -1.282
N -0.649 -1.029 -0.147
H 0.128 -1.744 1.447
O 2.278 -0.441 -1.095
O 2.174 -0.192 1.461
H 0.751 1.997 -2.092
N 1.159 1.584 -0.107
H -1.508 -1.139 1.607
H -0.160 0.732 -1.369
H -0.591 -1.596 -1.031
H 0.878 2.086 0.707
*
```

## Properties
Kohn-Sham gap: 0.2953 Eh
LUMO: 4.323 eV

The molecule's Mulliken atomic charges, reported in e, are given here: -0.65, 0.75, -0.59, -0.50, 0.26, -0.68, -0.67, 0.27, -0.20, 0.23, 0.34, 0.15, 0.27

=====

Which structure is most stable? <A>, by 0.0705 hartree over the runner-up.

=====

<A>
ORCA calculation (the ωB97M-V functional and the def2-TZVPD basis) on a molecular structure, C5H4N.

The geometry in ORCA input format:
```
! RIJCOSX wB97M-V def2-TZVPD def2/J DEFGRID3
* xyz 1 1
H -0.002 -0.262 2.335
C 0.291 0.022 -1.720
H 0.541 0.032 -2.759
C 0.124 -1.175 -0.864
N -0.076 -0.537 0.245
H 0.267 2.520 1.308
H 0.203 -2.283 -0.842
C 0.050 0.740 -0.593
C 0.035 1.456 1.033
C -0.010 0.127 1.415
*
```

## Properties
Kohn-Sham gap: 0.3365 Eh
LUMO: -5.960 eV

The molecule's Mulliken atomic charges, reported in e, are given here: 0.48, -0.33, 0.43, 0.09, 0.16, 0.36, 0.39, -0.19, -0.14, -0.25

=====

<B>
ORCA calculation (the ωB97M-V functional and the def2-TZVPD basis) on a gas-phase ion, C5H4N (charge +1).

The geometry in ORCA input format:
```
! RIJCOSX wB97M-V def2-TZVPD def2/J DEFGRID3
* xyz 1 1
C 0.718 1.182 -0.072
C 0.105 0.646 -1.009
H -0.922 -1.037 0.474
C 1.546 1.185 1.006
H -1.366 -0.269 -2.434
H -2.009 -1.628 -0.868
C -1.295 -1.014 -0.494
N 1.808 0.646 2.008
H 2.342 0.458 2.850
C -0.928 -0.168 -1.462
*
```

## Properties
Kohn-Sham gap: 0.3167 Eh
LUMO: -6.072 eV

The molecule's Mulliken atomic charges, reported in e, are given here: -0.03, 0.29, 0.28, 0.29, 0.38, 0.27, -0.59, -0.06, 0.32, -0.15

=====

Which structure is most stable? <B>, by 0.0798 hartree over the runner-up.

=====

<A>
ORCA calculation (the ωB97M-V functional and the def2-TZVPD basis) on a molecular structure, C5H4N.

The geometry in ORCA input format:
```
! RIJCOSX wB97M-V def2-TZVPD def2/J DEFGRID3
* xyz 1 1
C -0.625 0.889 -0.546
C 0.415 1.057 0.500
H -1.532 1.147 -0.166
C 0.657 -1.520 0.349
N -0.740 -1.706 0.117
C -0.645 -0.617 -0.442
H 1.312 -2.189 0.024
H -0.346 1.214 -1.557
H 0.643 1.898 1.066
C 0.862 -0.173 0.654
*
```

## Properties
Kohn-Sham gap: 0.3346 Eh
LUMO: -6.083 eV

The molecule's Mulliken atomic charges, reported in e, are given here: -0.15, -0.50, 0.29, -0.45, -0.26, 0.50, 0.38, 0.30, 0.42, 0.47

=====

<B>
ORCA calculation (the ωB97M-V functional and the def2-TZVPD basis) on a gas-phase ion, C5H4N (charge +1).

The geometry in ORCA input format:
```
! RIJCOSX wB97M-V def2-TZVPD def2/J DEFGRID3
* xyz 1 1
H -2.355 -0.785 -0.428
H 1.651 2.024 -0.241
H -1.077 -1.975 0.174
C -0.790 -0.021 0.989
C 0.281 0.595 0.805
C -0.174 -0.276 -0.710
C 1.448 0.878 -0.096
H 2.460 0.652 0.284
N 0.919 0.100 -1.150
C -1.387 -0.979 0.123
*
```

## Properties
Kohn-Sham gap: 0.3747 Eh
LUMO: -5.697 eV

The molecule's Mulliken atomic charges, reported in e, are given here: 0.29, 0.30, 0.29, 0.26, 0.04, 0.47, -0.52, 0.31, -0.29, -0.15

=====

Which structure is most stable? <A>, by 0.0181 hartree over the runner-up.

=====

<A>
ORCA calculation (the ωB97M-V functional and the def2-TZVPD basis) on 2 unconnected molecules or ions with the total composition C4H12O3.

The geometry in ORCA input format:
```
! RIJCOSX wB97M-V def2-TZVPD def2/J DEFGRID3
* xyz 0 1
H -1.354 1.292 -0.735
H 1.127 0.809 0.817
H -1.317 2.291 1.742
H -2.425 -1.223 2.413
O -0.147 -1.448 -0.087
H -1.527 -2.051 1.675
H -0.501 2.705 -0.292
O -1.860 -2.010 2.570
O -1.186 1.477 1.303
C 0.606 0.962 -0.133
C -0.680 1.704 0.021
H 2.770 -1.037 -0.792
C 0.433 -0.390 -0.891
C 1.779 -0.923 -1.526
H -0.338 -0.119 -1.704
H 1.197 1.397 -0.932
H 2.091 -0.166 -2.281
H -0.261 -1.404 0.876
H 1.594 -1.865 -2.044
*
```

## Properties
Kohn-Sham gap: 0.4059 Eh
LUMO: 0.676 eV

The molecule's Mulliken atomic charges, reported in e, are given here: 0.25, 0.39, 0.28, 0.33, -0.57, 0.35, 0.39, -0.62, -0.47, -0.60, -0.48, 0.22, 0.23, -1.25, 0.23, 0.29, 0.37, 0.29, 0.37

=====

<B>
ORCA calculation (the ωB97M-V functional and the def2-TZVPD basis) on 3 unconnected molecules or ions with the total composition C4H12O3.

The geometry in ORCA input format:
```
! RIJCOSX wB97M-V def2-TZVPD def2/J DEFGRID3
* xyz 0 1
H 2.788 0.268 0.301
C 0.339 -1.909 -0.249
H 1.248 -2.500 -0.572
H -0.442 -2.542 0.124
H -0.084 0.106 0.390
O -3.381 1.680 -1.167
H -0.012 -1.602 -1.257
H 1.354 0.305 2.398
C 1.869 -0.034 -0.337
C 0.748 -0.615 0.465
H -3.389 2.603 -1.066
H 1.762 -1.347 2.372
H -1.470 1.915 -1.517
H -3.665 1.350 -0.303
O -0.545 2.204 -1.368
C 1.017 -0.665 2.056
H -0.061 1.419 -1.441
H 0.080 -0.980 2.671
O 1.844 0.342 -1.500
*
```

## Properties
Kohn-Sham gap: 0.3873 Eh
LUMO: 0.509 eV

The molecule's Mulliken atomic charges, reported in e, are given here: 0.30, -1.26, 0.30, 0.39, 0.09, -0.68, 0.32, 0.41, -0.15, 0.92, 0.33, 0.41, 0.36, 0.33, -0.65, -1.52, 0.29, 0.30, -0.50

=====

Which structure is most stable? <B>, by 0.0257 hartree over the runner-up.